(1)
Computed, not measured: a single C2H5NOS2 molecule in a non-equilibrium geometry, with ωB97M-V with the def2-TZVPD basis set.

Each line ends with the Mulliken charge.
Atoms and positions in Å:
C -0.63346 -0.24843 1.35827  -0.748
O -1.04490 0.66133 0.32760  -0.290
C -0.36081 0.98569 -0.74143  0.483
S -0.71283 2.39111 -1.53124  -0.359
N 0.68040 0.14082 -1.19712  -0.255
S 0.87991 -1.50631 -0.94588  -0.177
H 0.44293 -0.15661 1.61712  0.304
H -0.90386 -1.23287 1.03121  0.390
H -1.32253 0.01316 2.14461  0.243
H 1.10410 0.53103 -2.05609  0.269
H 1.87107 -1.57893 -0.00706  0.140

Force components x, y, z for each atom (eV/Å):
C 0.0 0.2 -0.2
O 0.0 0.1 0.1
C 0.9 -0.3 -0.7
S 0.2 -0.4 0.0
N -0.3 1.5 -0.2
S 0.1 -0.7 -0.2
H -0.8 0.0 -0.1
H 0.3 -0.6 0.1
H 0.3 0.2 0.7
H -0.4 -0.4 0.9
H -0.3 0.4 -0.3

The calculation puts the gap between HOMO and LUMO at 9.03 eV. The calculation puts the maximum force at 0.031 Eh/bohr. Its total energy is -27361.8728 eV.

***

(2)
Computed, not measured: 2 unconnected molecules or ions with the total composition C7H11P in a non-equilibrium geometry, with ωB97M-V with the def2-TZVPD basis set.

Each line ends with the Mulliken charge.
Atoms and positions in Å:
C -1.39007 -0.50519 1.94654  -0.742
C 0.08229 -0.79852 1.99663  -0.041
C 1.10494 0.00382 1.94602  -0.066
P 2.21648 1.19258 1.78329  -0.284
H -1.58136 0.04081 2.89464  0.307
H -1.89731 -1.44658 2.07375  0.276
H -1.57597 0.08097 0.97858  0.210
H 0.32923 -1.79481 1.72255  0.317
H 2.39607 1.36749 3.22365  0.025
C 0.55733 2.19753 -1.57953  -1.082
C 0.26894 0.73869 -1.74063  -0.013
C 0.50684 -0.42802 -1.78744  0.421
C 0.24640 -1.88296 -1.83820  -1.041
H 1.65389 2.21854 -1.43094  0.268
H 0.06283 2.90522 -2.31487  0.308
H -0.01495 2.46256 -0.73218  0.302
H -0.70522 -2.06269 -2.43189  0.250
H 0.20138 -2.50539 -0.94538  0.249
H 1.05791 -2.14035 -2.49337  0.333

Force components x, y, z for each atom (eV/Å):
C 0.8 1.4 0.4
C 0.6 -0.2 -1.3
C -0.6 0.8 0.3
P 0.1 0.0 0.8
H -0.4 0.3 -0.9
H -0.5 -0.2 -0.6
H -0.3 -0.9 1.6
H 0.3 -1.2 0.3
H 0.1 -0.1 -0.7
C -0.9 -0.8 -1.1
C 1.1 2.7 -0.4
C -1.9 -2.1 1.1
C -0.6 0.6 -1.8
H -0.8 0.9 -0.2
H 1.3 -1.1 0.1
H 0.1 0.5 1.6
H 1.1 0.3 0.7
H 0.3 0.5 0.2
H 0.4 -1.4 -0.2

The calculation puts the gap between HOMO and LUMO at 9.57 eV. The calculation puts the maximum force at 0.060 Eh/bohr. Its total energy is -16721.0839 eV.

***

(3)
Computed, not measured: a single CH6NO2P molecule in a non-equilibrium geometry, with ωB97M-V with the def2-TZVPD basis set.

Each line ends with the Mulliken charge.
Atoms and positions in Å:
N -1.48447 0.51814 0.12244  -0.699
C -0.38246 -0.52532 -0.46782  -0.406
P 1.28352 -0.28771 0.17684  0.627
O 2.35338 -0.25895 -0.85385  -0.618
O 1.23323 1.12385 0.92967  -0.508
H -2.34916 -0.12620 0.11275  0.259
H -1.49763 1.34210 -0.48842  0.259
H -0.61400 -1.62976 -0.42445  0.339
H -0.55380 -0.38929 -1.54686  0.357
H 1.66854 -1.02015 1.21345  0.022
H 0.34286 1.25328 1.22624  0.369

Force components x, y, z for each atom (eV/Å):
N 0.7 -3.9 0.2
C -2.6 0.5 -0.4
P 2.1 2.7 -2.7
O -0.9 -0.6 0.3
O 0.2 -0.1 -0.3
H 1.4 2.3 -0.2
H -0.5 -0.9 0.0
H -0.4 1.1 0.8
H 1.4 0.2 0.2
H -0.3 -1.9 1.4
H -1.3 0.6 0.6

The calculation puts the gap between HOMO and LUMO at 10.72 eV. The calculation puts the maximum force at 0.086 Eh/bohr. Its total energy is -16008.2647 eV.

***

Taking the records one at a time from the top gives HOMO values of -8.62; -9.05; -10.24 eV.
Taking the records one at a time from the top gives energy above the lowest of the compared OMol25 structures with the same formula, charge and spin values of 114.2; 304.4; 156.6 kJ/mol.